One molecule with the formula C5H8O. Source: the Open Molecules 2025 dataset; level of theory: ωB97M-V with the def2-TZVPD basis set.

XYZ file:
```
14
Properties=species:S:1:pos:R:3
C 0.27 1.78 0.25
C 1.30 0.04 -0.38
C 0.44 -1.07 -0.90
C -0.75 -1.25 -0.34
C -1.00 -0.35 0.83
O 0.21 0.40 0.94
H -0.05 2.50 1.02
H -0.53 1.74 -0.51
H 1.64 0.69 -1.18
H 2.15 -0.25 0.24
H 0.78 -1.64 -1.76
H -1.48 -1.98 -0.66
H -1.14 -0.92 1.76
H -1.85 0.32 0.70
```

Output
Net charge   0
LUMO level   0.98 eV


A 4-piece molecular cluster, C3H13NO3 overall at a distorted geometry. Source: the Open Molecules 2025 dataset; level of theory: ωB97M-V with the def2-TZVPD basis set.

XYZ file:
```
20
Properties=species:S:1:pos:R:3
C 0.69 1.61 1.99
N -0.06 0.67 1.58
C 0.72 -0.55 1.11
C -0.13 -1.81 1.24
H 1.76 1.67 1.79
H 0.15 2.41 2.49
H 1.07 -0.32 0.10
H 1.57 -0.58 1.77
H -0.88 -1.81 0.46
H 0.58 -2.63 1.15
H -0.62 -1.85 2.21
O 2.00 0.49 -2.22
H 1.09 0.22 -2.39
H 2.13 1.17 -2.89
O -2.08 0.14 -0.38
H -1.41 0.50 0.24
H -2.92 0.45 -0.01
O -0.82 0.15 -2.85
H -1.30 0.27 -2.00
H -1.53 -0.18 -3.40
```

Output
Net charge   0
LUMO level   0.79 eV


C6H18FKO3 as an isolated structure at a distorted geometry. Source: the Open Molecules 2025 dataset; level of theory: ωB97M-V with the def2-TZVPD basis set.

XYZ file:
```
29
Properties=species:S:1:pos:R:3
K 1.40 2.63 -3.11
F -0.04 1.07 -1.51
C -2.93 -0.58 0.32
C -2.52 -1.36 -0.91
O -2.24 -0.54 -2.03
H -3.74 0.13 0.13
H -2.12 0.01 0.77
H -3.25 -1.25 1.13
H -3.32 -2.06 -1.19
H -1.63 -1.96 -0.68
H -1.47 0.00 -1.79
C 1.05 3.09 2.73
C 0.79 2.06 1.66
O 0.74 2.69 0.39
H 0.29 3.86 2.65
H 2.03 3.56 2.65
H 0.94 2.58 3.69
H -0.22 1.66 1.86
H 1.44 1.18 1.70
H 0.36 2.08 -0.28
C 1.42 -3.08 -0.87
C 1.96 -1.66 -1.07
O 1.38 -0.79 -0.12
H 1.82 -3.80 -1.59
H 0.33 -3.08 -0.94
H 1.72 -3.41 0.12
H 1.72 -1.33 -2.09
H 3.05 -1.71 -1.03
H 1.05 -0.01 -0.59
```

Output
Net charge   0
LUMO level   -1.15 eV


An isolated ion of composition C5H9ClN2 and charge +2 at a distorted geometry. Source: the Open Molecules 2025 dataset; level of theory: ωB97M-V with the def2-TZVPD basis set.

XYZ file:
```
17
Properties=species:S:1:pos:R:3
C -0.01 -1.94 0.14
C -0.89 -0.93 0.05
C 1.56 -0.33 -0.17
C -0.52 1.06 1.17
C -0.48 1.23 -1.30
N 1.30 -1.60 -0.14
N -0.42 0.36 -0.06
Cl 2.80 0.68 -0.17
H -0.38 -3.01 0.39
H -1.93 -1.20 0.15
H -0.14 2.14 1.12
H -1.58 0.96 1.59
H 0.09 0.66 2.03
H -0.63 0.60 -2.22
H -1.26 1.99 -1.10
H 0.52 1.76 -1.33
H 1.96 -2.42 -0.15
```

Output
Net charge   +2
LUMO level   -10.97 eV


C35H33Cl2MnN4OPS2 as an isolated structure. Source: the Open Molecules 2025 dataset; level of theory: ωB97M-V with the def2-TZVPD basis set.

XYZ file:
```
79
Properties=species:S:1:pos:R:3
Mn -1.04 0.60 -0.85
Cl -3.84 1.52 -0.81
C -4.29 0.81 0.72
C -5.64 0.67 0.97
C -6.05 0.04 2.13
C -5.11 -0.47 3.00
C -3.76 -0.30 2.74
Cl -2.63 -0.97 3.87
C -3.30 0.37 1.60
S -1.58 0.67 1.39
H -6.36 1.04 0.25
H -7.11 -0.08 2.34
H -5.41 -0.99 3.90
C -0.21 5.76 -4.06
C -0.43 4.65 -3.09
C -0.57 4.89 -1.71
C -0.78 3.80 -0.89
N -0.87 2.58 -1.42
C -0.74 2.43 -2.75
S -0.92 0.75 -3.20
N -0.52 3.42 -3.60
H 0.07 6.69 -3.56
H -1.13 5.93 -4.62
H 0.56 5.48 -4.77
H -0.50 5.89 -1.31
H -0.90 3.88 0.18
C 5.42 1.87 0.09
N 4.30 1.21 -0.57
N 3.16 0.95 0.16
C 2.09 0.86 -0.69
O 0.94 0.55 -0.27
C 2.59 1.15 -1.99
C 3.93 1.38 -1.86
C 4.91 1.80 -2.90
C 3.22 0.44 1.49
C 2.26 0.86 2.41
C 2.30 0.36 3.70
C 3.31 -0.51 4.08
C 4.26 -0.92 3.16
C 4.21 -0.46 1.85
H 5.04 2.58 0.83
H 5.99 2.41 -0.66
H 6.07 1.16 0.59
H 2.01 1.15 -2.90
H 4.47 1.65 -3.89
H 5.83 1.22 -2.84
H 5.16 2.86 -2.80
H 1.48 1.55 2.11
H 1.56 0.67 4.42
H 3.36 -0.88 5.10
H 5.04 -1.61 3.45
H 4.92 -0.81 1.11
C -1.35 -2.49 -2.58
P -1.27 -1.81 -0.90
C -2.73 -2.49 -0.08
C -2.64 -3.33 1.03
C -3.80 -3.84 1.59
C -5.04 -3.52 1.06
C -5.13 -2.69 -0.05
C -3.97 -2.17 -0.62
C 0.20 -2.53 -0.13
C 1.08 -3.33 -0.87
C 2.22 -3.85 -0.26
C 2.48 -3.58 1.07
C 1.61 -2.78 1.80
C 0.48 -2.25 1.20
H -2.26 -2.12 -3.05
H -1.39 -3.58 -2.56
H -0.50 -2.15 -3.17
H -1.68 -3.59 1.45
H -3.74 -4.48 2.46
H -5.94 -3.92 1.50
H -6.09 -2.43 -0.47
H -4.05 -1.50 -1.47
H 0.88 -3.56 -1.90
H 2.89 -4.47 -0.84
H 3.37 -3.99 1.54
H 1.82 -2.56 2.84
H -0.18 -1.60 1.77
```

Output
<S²>   6.165
Net charge   +1
Multiplicity   5
LUMO level (alpha / beta)   -3.87 / -2.42 eV


A 2-piece molecular cluster, C12H16N2 overall at a distorted geometry. Source: the Open Molecules 2025 dataset; level of theory: ωB97M-V with the def2-TZVPD basis set.

XYZ file:
```
30
Properties=species:S:1:pos:R:3
C -0.38 -3.29 -2.39
C -0.24 -1.83 -1.87
C 1.23 -1.69 -1.59
C 2.08 -2.44 -0.80
N 3.28 -1.83 -0.82
C 3.21 -0.81 -1.75
N 2.00 -0.72 -2.22
H 0.16 -3.59 -3.30
H -1.42 -3.58 -2.55
H 0.15 -4.00 -1.74
H -0.56 -1.25 -2.73
H -0.75 -1.65 -0.93
H 1.90 -3.25 -0.11
H 4.14 -2.02 -0.32
H 4.03 -0.15 -1.95
C -2.06 4.13 2.21
C -1.56 2.76 1.87
C -1.46 2.36 0.55
C -0.85 1.17 0.19
C -0.50 0.26 1.19
C -0.65 0.63 2.54
C -1.02 1.90 2.86
H -2.00 4.44 3.24
H -3.07 4.30 1.86
H -1.46 4.89 1.69
H -2.08 2.89 -0.17
H -0.65 0.93 -0.84
H -0.07 -0.66 0.82
H -0.40 -0.21 3.19
H -1.02 2.30 3.87
```

Output
Net charge   0
LUMO level   0.83 eV


Calculated values (eV) of E for the records, taken in order: -7355.8039 -10953.8701 -31699.5719 -20810.8423 -132161.1518 -15682.9847.